[1]
The following is a DFT calculation (ωB97M-V/def2-TZVPD) of a cluster of 2 separate species, C7H10O4Si in total at a distorted geometry.

Computed properties:
Kohn-Sham gap   0.196 hartree
ΔE to the lowest compared entry with this formula, charge and spin   2.957 eV
E_HOMO   0.56 eV
Charge   -2

Element x y z (Å)
C  -2.5577  1.4711  -2.9045
C  0.6305  2.9936  -1.7946
C  1.2160  -2.2664  1.2393
C  1.5509  -0.9660  1.9140
C  0.3155  -1.8752  0.0170
C  0.2202  -0.1619  1.7604
C  -0.5704  -0.7425  0.5671
O  -3.6853  1.6123  -2.4466
O  0.3236  4.1469  -1.5874
O  -2.1982  1.2707  -4.0592
O  1.6736  2.4476  -2.0581
Si  -1.0817  1.9816  -1.5160
H  1.9926  -3.0340  0.9418
H  0.4624  -2.8944  1.7455
H  1.8010  -0.8281  2.9680
H  2.3231  -0.5359  1.4388
H  1.0052  -1.5252  -0.6733
H  -0.1338  -2.6713  -0.4916
H  -0.5642  -0.2266  2.5752
H  0.4714  0.8124  1.6208
H  -1.5388  -1.0529  0.9816
H  -1.6559  2.0441  -0.2383

Forces on atoms 1 to 2 (eV/Å):
C 0.869 1.073 0.195
C -1.249 -2.369 0.364

[2]
The following is a DFT calculation (ωB97M-V/def2-TZVPD) of a cluster of 2 separate species, C7H10S in total at a distorted geometry.

Computed properties:
Kohn-Sham gap   0.299 hartree
ΔE to the lowest compared entry with this formula, charge and spin   5.059 eV
E_HOMO   -7.74 eV

Element x y z (Å)
C  -0.5497  0.8667  0.9377
C  -1.5184  -0.0550  1.0424
C  -1.7070  1.0214  -0.9970
C  -0.6578  1.5252  -0.3351
C  -2.2177  -0.1780  -0.2735
C  2.0629  -1.7496  -0.3147
C  2.2130  -0.5156  0.4972
S  2.6878  0.9412  -0.1195
H  0.1067  1.0727  1.7914
H  -1.8095  -0.8146  1.8575
H  -2.0050  1.3276  -1.9069
H  -1.8136  -1.0129  -0.7055
H  -3.2353  -0.2947  -0.4103
H  0.9689  -2.1114  -0.0318
H  2.6902  -2.4484  0.0525
H  2.3590  -1.6108  -1.3063
H  -0.1155  2.2671  -0.7722
H  2.5410  1.7693  0.9942

Forces on atoms 1 to 2 (eV/Å):
C 0.039 -0.394 2.110
C -1.226 -2.049 1.063

[3]
The following is a DFT calculation (ωB97M-V/def2-TZVPD) of the molecule C7H10S at a distorted geometry.

Computed properties:
Kohn-Sham gap (alpha / beta)   0.241 / 0.252 hartree
ΔE to the lowest compared entry with this formula, charge and spin   3.018 eV
2S+1   3
E_HOMO (alpha / beta)   -5.53 / -9.01 eV

Element x y z (Å)
C  1.0617  1.7720  2.0647
C  -0.0754  1.9571  2.6338
C  -0.8375  -1.1993  -1.2717
C  -0.4964  0.2761  0.6981
C  0.3556  -1.2930  -2.1801
C  0.1204  0.6644  1.9666
C  -0.2969  -0.8623  0.1544
S  0.5692  0.2650  -3.1065
H  1.9041  2.1266  1.6529
H  -0.8118  2.4024  3.3773
H  -1.4823  -0.4235  -1.6126
H  -1.4369  -2.1766  -1.1809
H  -0.9648  1.0202  0.0817
H  0.2007  0.8884  -2.0257
H  1.3819  -1.5229  -1.6044
H  0.1522  -2.0593  -2.9471
H  0.3714  -0.1193  2.6223
H  0.2848  -1.7160  0.6774

Forces on atoms 1 to 2 (eV/Å):
C 6.913 -2.534 -2.552
C -11.087 2.078 5.100

[4]
The following is a DFT calculation (ωB97M-V/def2-TZVPD) of a cluster of 2 separate species, C7H11B in total at a distorted geometry.

Computed properties:
Kohn-Sham gap   0.229 hartree
ΔE to the lowest compared entry with this formula, charge and spin   2.812 eV
E_HOMO   -8.24 eV

Element x y z (Å)
C  -0.6570  -0.0004  0.6081
C  -0.0310  1.2407  0.7165
C  1.3273  1.5422  0.7219
C  2.4317  0.6933  0.6365
C  2.4317  -0.6937  0.6360
C  1.3280  -1.5428  0.7211
C  -0.0307  -1.2418  0.7162
H  -1.7523  -0.0008  0.7170
H  -0.6982  2.0997  0.8543
H  1.5750  2.6043  0.7977
H  3.4111  1.1755  0.5842
H  3.4115  -1.1756  0.5833
H  1.5757  -2.6050  0.7963
H  -0.6976  -2.1007  0.8537
H  -1.8676  0.0013  -0.9814
B  -2.7254  0.0011  -1.9780
H  -3.0119  -1.1242  -2.3271
H  -3.7678  0.5622  -1.7151
H  -2.2522  0.5649  -2.9410

Forces on atoms 1 to 2 (eV/Å):
C -1.504 -0.016 0.570
C 0.676 0.987 0.061

[5]
The following is a DFT calculation (ωB97M-V/def2-TZVPD) of the molecule C7H11BN2O at a distorted geometry.

Computed properties:
Kohn-Sham gap   0.272 hartree
ΔE to the lowest compared entry with this formula, charge and spin   4.276 eV
E_HOMO   -7.03 eV

Element x y z (Å)
B  -1.9196  0.9523  0.1300
C  -0.0984  -0.8307  0.5319
C  0.3293  1.1306  -0.8851
C  1.3573  -0.9401  0.7875
C  1.6274  0.9038  -0.8070
C  -0.6294  0.4306  -0.0608
C  2.1673  -0.0777  0.1046
C  -3.3641  1.3625  0.5913
N  3.5052  -0.0561  0.3979
N  -0.4190  -2.0035  -0.6955
O  -1.7112  -2.1622  -0.8029
H  -0.6810  -1.1211  1.2879
H  -0.0070  1.9916  -1.4088
H  1.7460  -1.6857  1.4746
H  2.1879  1.4636  -1.5317
H  -4.1552  1.1844  -0.2299
H  -3.5147  2.3650  0.9955
H  -3.2561  0.6050  1.4683
H  3.7561  -0.9831  0.8524
H  4.1629  0.0067  -0.3264
H  0.0933  -2.9385  -0.5054
H  -0.0597  -1.5284  -1.6081

Forces on atoms 1 to 2 (eV/Å):
B -1.233 0.005 0.477
C 2.273 -0.266 -3.688

[6]
The following is a DFT calculation (ωB97M-V/def2-TZVPD) of the molecule C7H11BrN4O at a distorted geometry.

Computed properties:
Kohn-Sham gap   0.307 hartree
ΔE to the lowest compared entry with this formula, charge and spin   2.289 eV
E_HOMO   -7.71 eV

Element x y z (Å)
C  -4.2139  -0.1790  -1.8695
C  -3.1271  0.6423  -1.3713
C  1.8503  0.1876  0.5953
C  1.4687  0.0532  -0.8794
C  0.6997  0.7352  1.4005
C  0.0982  -0.5755  -1.0368
C  -0.7462  0.1099  1.0486
N  -2.4036  -1.4082  -1.1396
N  -5.1927  0.1383  -2.5807
N  -0.8632  0.2810  -0.4092
N  -2.1784  -0.1621  -0.9258
O  -3.6846  -1.4406  -1.6139
Br  -2.9814  2.4428  -1.3987
H  2.0542  -0.8374  1.0917
H  2.8003  0.8445  0.7629
H  1.4816  1.0214  -1.3674
H  2.1203  -0.6230  -1.3754
H  0.6443  0.5302  2.4247
H  0.5583  1.7845  1.2140
H  -0.0984  -0.8380  -2.1746
H  0.0609  -1.6378  -0.4878
H  -0.8812  -1.0653  1.2308
H  -1.4404  0.6866  1.6214
H  -5.6995  -0.6351  -2.9803

Forces on atoms 1 to 2 (eV/Å):
C 2.545 0.407 -0.172
C -0.836 0.047 0.524